Molecular formula: C33H49CrN10O2P
Method: DFT, wB97M-V/def2-TZVPD

```
96
Properties=species:S:1:pos:R:3:forces:R:3
Cr 0.678676 0.541785 -0.364445 0.91 0.27 0.00
C 0.410369 1.993897 -3.093978 0.02 0.06 0.04
N -0.459079 1.182851 -2.211416 -0.09 -0.09 0.14
C -0.973968 0.037551 -3.013221 0.02 0.04 -0.06
C -0.049093 -1.163298 -3.054307 -0.04 0.04 0.05
C -0.238749 -2.066875 -1.855620 0.08 -0.03 0.01
N 0.224932 -1.472358 -0.580873 -0.13 -0.18 -0.21
C 0.318505 -2.344347 0.365152 -0.11 -0.03 0.02
C 0.800730 -2.166033 1.697085 -0.01 -0.09 -0.04
C 0.807170 -3.274801 2.567161 -0.02 0.01 -0.02
C 1.317663 -3.169436 3.834630 0.02 0.06 0.03
C 1.836961 -1.935721 4.254801 -0.03 -0.03 0.02
C 1.849658 -0.838853 3.421730 0.02 -0.01 0.06
C 1.337110 -0.939027 2.119874 -0.02 0.21 -0.01
O 1.387116 0.115662 1.337473 -0.14 -0.25 -0.06
C -1.673386 2.013158 -1.905821 -0.01 0.00 0.08
C -1.406936 3.261647 -1.073501 0.05 -0.05 -0.02
C -1.873134 3.086378 0.364948 0.07 -0.10 0.03
N -1.586212 1.761052 0.928118 -0.14 -0.07 0.01
C -0.688434 1.635277 1.824103 -0.15 0.31 0.17
C 0.343826 2.652534 2.138263 -0.06 -0.12 -0.06
C 0.445572 3.265539 3.378880 0.01 0.06 0.00
C 1.416059 4.230233 3.609462 -0.02 -0.04 -0.02
C 2.290376 4.567048 2.585598 0.00 0.01 -0.04
C 2.210919 3.943311 1.348271 0.08 0.07 0.06
C 1.248628 2.967701 1.110335 0.09 -0.11 -0.24
O 1.223098 2.341054 -0.090641 -0.29 0.01 0.23
H -0.200988 2.484183 -3.856677 0.00 0.00 0.00
H 1.128718 1.357486 -3.597388 -0.03 -0.01 -0.03
H 0.939580 2.746556 -2.515972 0.00 -0.01 0.00
H -1.183685 0.400885 -4.024048 -0.01 0.02 0.01
H -1.922260 -0.271411 -2.573428 -0.01 0.00 -0.01
H 0.994789 -0.854027 -3.141673 -0.01 -0.03 -0.05
H -0.275445 -1.749025 -3.946718 0.02 0.01 -0.01
H 0.294338 -3.006399 -2.017152 0.03 0.00 0.02
H -1.301117 -2.304305 -1.762351 -0.03 0.00 0.03
H 0.015357 -3.367085 0.126633 0.02 -0.01 0.01
H 0.402828 -4.217769 2.216363 0.00 0.01 -0.01
H 1.324300 -4.021112 4.499382 -0.01 0.01 0.01
H 2.236043 -1.841479 5.256860 0.00 0.00 -0.01
H 2.245178 0.116808 3.742360 0.01 -0.01 0.00
H -2.371837 1.358602 -1.385014 -0.01 0.01 0.00
H -2.117315 2.281816 -2.869841 0.02 -0.04 -0.03
H -1.926469 4.117296 -1.504911 -0.04 -0.02 0.00
H -0.347342 3.493092 -1.076356 -0.01 0.09 -0.05
H -2.964211 3.145997 0.391137 -0.01 0.06 0.00
H -1.473480 3.889933 0.986949 0.00 0.00 0.01
H -0.692185 0.699372 2.383113 0.08 -0.03 -0.04
H -0.258162 3.003221 4.160416 0.02 -0.02 0.01
H 1.486053 4.714728 4.573279 0.00 0.00 0.00
H 3.049803 5.320478 2.750962 -0.01 0.00 0.00
H 2.899848 4.201468 0.553140 0.00 0.01 0.01
C 3.234654 0.689560 -2.358869 0.06 -0.01 -0.01
N 2.805448 0.194669 -1.007725 -0.23 0.09 0.01
C 3.711251 0.913507 -0.015281 0.12 -0.01 -0.01
N 5.110473 0.664891 -0.278293 -0.07 -0.03 -0.03
C 5.441031 1.141895 -1.617788 -0.01 0.00 0.01
N 4.635141 0.454140 -2.629913 0.00 -0.03 0.04
C 4.900449 -0.983185 -2.533659 -0.01 0.01 0.02
N 4.567579 -1.499881 -1.204799 0.00 0.05 -0.01
C 3.164857 -1.262497 -0.944671 0.08 -0.03 0.00
C 5.365469 -0.773073 -0.211191 -0.01 0.00 0.00
H 3.029005 1.757798 -2.401260 0.00 0.01 0.02
H 2.656686 0.167243 -3.119396 0.00 0.00 0.00
H 3.456267 0.575577 0.982049 -0.03 -0.02 0.01
H 3.496737 1.974101 -0.095833 -0.02 0.01 -0.02
H 6.496201 0.958819 -1.819798 0.00 0.01 0.00
H 5.250825 2.214738 -1.674968 0.01 0.00 0.00
H 5.956535 -1.162889 -2.732006 0.00 -0.01 -0.01
H 4.308410 -1.511218 -3.284185 0.00 0.00 -0.01
H 2.916305 -1.629469 0.049997 -0.01 0.01 0.00
H 2.571836 -1.794561 -1.690005 -0.01 0.01 0.00
H 6.422359 -0.961640 -0.398640 0.00 0.00 0.00
H 5.112450 -1.137041 0.786064 0.01 0.00 0.00
C -5.416759 -1.863633 2.053455 0.03 0.02 -0.04
N -4.531494 -2.910656 1.542270 0.00 -0.03 0.06
C -5.135355 -3.486941 0.342955 0.03 0.07 -0.01
N -5.449136 -2.502205 -0.690249 -0.01 0.00 -0.04
C -6.304876 -1.468293 -0.108399 0.07 -0.01 0.00
N -5.730011 -0.827864 1.071875 -0.04 0.01 0.02
C -4.552563 -0.031312 0.736409 0.07 -0.05 0.01
P -3.156859 -1.019963 -0.003499 -0.14 -0.20 -0.12
C -3.196551 -2.385675 1.274336 0.00 0.12 -0.03
C -4.230915 -1.919252 -1.248551 -0.02 0.03 0.10
H -4.956346 -1.401054 2.928376 0.00 -0.01 0.01
H -6.352680 -2.333839 2.359995 0.00 0.00 0.01
H -6.063236 -3.982003 0.634004 -0.01 0.00 0.00
H -4.457366 -4.235436 -0.072928 -0.02 -0.02 0.00
H -7.248369 -1.933568 0.181861 -0.01 0.00 0.01
H -6.510672 -0.708075 -0.864283 -0.01 0.00 0.00
H -4.178854 0.465739 1.634590 -0.01 0.03 -0.01
H -4.837589 0.752262 0.028360 -0.01 0.02 0.02
H -2.774389 -1.997055 2.205864 0.03 -0.03 0.01
H -2.547330 -3.203557 0.944595 -0.01 -0.02 0.00
H -3.649523 -2.714186 -1.727231 0.00 0.00 -0.01
H -4.509809 -1.210158 -2.034761 0.01 -0.02 -0.03
```
Forces are in eV/Å.

Results
HOMO-LUMO gap (spin up / spin down) in eV: 6.75 / 6.99
Highest occupied orbital energy (spin up / spin down) in eV: -10.321 / -10.320
Charge: +1
2S+1: 4

Molecular formula: C33H50CaCl6F9LiN3O13S4
Method: DFT, wB97M-V/def2-TZVPD

```
120
Properties=species:S:1:pos:R:3:forces:R:3
C -1.378711 -4.596553 0.108324 -0.24 -0.46 -0.78
C -2.263399 -4.000186 -1.093706 0.19 0.66 0.05
C -2.900743 -2.544504 -0.747245 1.15 -0.05 -0.55
C -2.476906 -1.443448 -1.880514 -0.32 -0.01 0.49
C -3.268545 -1.659634 -3.275549 1.48 0.20 -0.30
C -2.612037 0.072950 -1.307933 -2.05 1.80 1.21
C -1.354794 1.068940 -1.365932 -2.64 2.84 2.15
C 0.049567 0.596646 -2.038493 -2.05 0.09 -0.30
C 0.947967 1.820111 -2.524439 0.42 -0.17 -0.55
C 2.218625 2.202158 -1.634266 -0.79 2.03 -2.91
F 3.111157 2.872514 -2.578610 -1.69 -1.35 2.23
F 1.840732 3.247631 -0.734704 1.14 -2.37 -0.93
C 3.080294 1.006272 -1.036446 3.65 -0.51 -2.59
F 3.017280 -0.206486 -1.812868 -0.36 3.84 1.62
F 4.468117 1.403035 -1.164815 -3.61 -0.68 0.55
S 2.847042 0.543887 0.751985 1.43 -4.40 3.96
F 1.235895 0.938446 0.811718 2.53 0.02 -0.46
F 2.449262 -1.040093 0.275170 0.09 2.91 1.15
F 4.459022 0.014366 0.793700 -2.81 1.00 0.02
F 3.379857 2.012516 1.345540 -1.37 -1.75 -1.37
F 2.715088 0.020452 2.334991 0.06 1.22 -2.76
C -1.536245 2.500195 -0.768775 -0.54 -2.45 -0.89
C -2.864225 3.040953 -0.124128 -0.51 -0.90 -0.23
N -3.145907 4.342254 0.452033 -0.72 -4.36 -1.19
S -4.775957 4.293109 1.027285 3.01 -3.82 -2.66
N -5.149779 2.698131 0.527087 2.03 -1.02 -1.07
C -4.056806 1.999909 -0.116305 -0.04 3.21 1.28
C -3.985830 0.540265 -0.701899 3.21 1.09 -0.47
C -5.294057 -0.365597 -0.645150 -0.37 -0.20 -1.15
C -6.666457 0.423232 -0.963688 -0.61 0.00 0.85
C -7.889190 -0.595383 -1.327076 0.93 0.15 1.11
C -9.241359 0.206468 -1.712639 1.88 0.51 -0.88
S -10.185642 0.842773 -0.254050 -5.48 -3.06 2.30
O -11.565378 1.329559 -0.730304 4.12 0.78 -0.30
O -10.473574 -0.235889 0.779608 2.43 3.02 -3.13
Cl -9.267224 2.512796 0.626275 -0.29 -0.96 -0.83
H -0.919233 -5.580883 -0.264142 -0.60 1.53 0.90
H -1.978300 -4.854426 1.049359 0.81 0.43 -1.43
H -0.525819 -3.878482 0.377488 -1.25 -1.01 -0.42
H -3.137062 -4.674147 -1.418863 1.46 0.69 0.58
H -1.559477 -3.893605 -2.008232 -1.17 -0.16 1.35
H -2.437816 -2.156643 0.235875 -1.06 -0.75 -1.32
H -4.033935 -2.695159 -0.685896 1.57 0.58 0.13
H -1.366563 -1.686951 -2.112605 -1.82 0.73 0.57
H -4.335509 -2.053252 -3.145178 1.50 0.66 -0.23
H -2.633878 -2.420280 -3.880808 -1.39 1.02 1.02
H -3.216519 -0.680941 -3.880509 -0.49 -1.53 0.97
H -0.274333 0.014136 -2.988822 0.64 0.99 1.58
H 0.555443 -0.172239 -1.362114 -0.57 1.24 -0.89
H 0.347803 2.799072 -2.684719 1.00 -1.74 0.49
H 1.354049 1.556013 -3.578238 -0.40 0.38 1.95
H -0.654632 3.219575 -0.832746 -1.40 -1.15 0.20
H -5.212148 -1.182490 -1.466920 0.09 1.45 1.38
H -5.449632 -0.927981 0.339119 0.51 0.93 -1.13
H -6.557018 1.210486 -1.798117 -0.07 -1.35 1.17
H -7.021096 0.972701 -0.005507 0.85 -0.69 -1.68
H -8.104167 -1.223190 -0.361699 0.26 1.12 -1.07
H -7.553205 -1.380355 -2.130499 -0.59 2.20 1.04
H -8.930490 1.118034 -2.362156 -0.60 -1.35 1.21
H -9.911620 -0.482099 -2.348299 0.34 1.50 1.55
C 6.681918 5.398471 2.462950 -0.37 -0.22 -0.53
C 5.873755 6.389748 1.695766 3.12 2.09 0.76
O 6.208853 7.515795 1.434620 -0.15 -0.84 0.10
N 4.520904 6.127543 1.253045 -1.78 0.16 -0.26
C 4.096238 4.738082 1.004280 -0.38 -0.40 -0.20
H 7.736253 5.683114 2.419328 0.01 0.02 0.07
H 6.349035 5.390218 3.503923 -0.02 -0.09 0.01
H 6.585268 4.399540 2.033827 0.01 -0.06 0.21
H 3.930223 6.580854 1.960187 -0.12 -0.27 0.05
H 4.417860 6.758726 0.448030 -0.03 -0.33 -0.14
H 3.089056 4.768387 0.589168 0.14 -0.12 0.06
H 4.095253 4.194638 1.948732 0.09 0.06 -0.18
H 4.781908 4.286201 0.286230 -0.09 -0.01 0.14
O -3.149597 1.922035 -4.253365 -0.74 -0.50 -0.37
C -3.858210 1.803652 -5.221395 1.00 0.26 0.60
O -4.748026 0.786747 -5.396043 0.17 0.24 0.42
C -5.339296 0.892481 -6.696608 -0.32 -0.27 -0.44
C -5.165951 2.338923 -7.096015 -0.25 0.39 -0.49
C -3.863481 2.711030 -6.420816 -0.43 0.22 -0.19
H -4.818117 0.208886 -7.373192 -0.03 0.03 0.07
H -6.391558 0.605658 -6.646249 0.18 -0.14 0.16
H -5.158252 2.488922 -8.176913 -0.05 -0.08 0.11
H -5.980640 2.939514 -6.677963 0.05 -0.06 -0.07
H -2.999120 2.478408 -7.047359 0.04 0.09 0.13
H -3.851200 3.758762 -6.120472 0.36 -0.16 0.04
Cl -9.418731 -2.155517 -3.277477 -1.08 -0.86 -2.47
C 0.148431 -8.229944 2.931629 -0.01 -0.62 0.55
C -0.356812 -7.330958 1.806000 0.06 0.36 -0.32
O -1.496064 -7.617362 1.356165 0.13 0.29 -0.09
O 0.431369 -6.413678 1.468521 -0.40 -0.32 0.04
H -0.580407 -9.005325 3.178130 0.03 0.09 -0.07
H 1.079890 -8.714019 2.628907 0.00 0.17 0.04
H 0.334712 -7.632475 3.827393 0.12 0.02 -0.12
Li -11.218698 3.393190 -1.713156 -0.36 -0.65 0.51
C 1.912045 -1.088789 6.029061 0.10 -0.26 0.04
Cl 3.395205 -1.023501 5.053625 -0.27 -0.05 0.27
Cl 1.207569 -2.715726 5.926556 0.15 0.38 -0.01
Cl 2.299618 -0.715928 7.722903 -0.08 -0.02 -0.29
Cl 0.744377 0.102964 5.412096 0.12 -0.10 0.06
C 11.052870 4.808016 1.820224 3.13 0.43 0.33
O 11.258850 4.969030 0.587112 0.10 0.04 0.05
O 9.729484 4.587812 2.072795 -2.31 -0.15 -0.14
O 11.828589 4.818934 2.790111 -0.70 -0.02 -0.56
H 9.507744 4.656061 1.122198 -0.60 -0.23 0.27
Ca -8.751227 -3.361900 -1.435700 0.51 -1.09 1.31
O 8.462331 -4.997522 3.033349 -0.69 0.36 0.30
S 7.533234 -4.690033 4.091186 0.23 0.00 0.43
O 6.117876 -4.589797 3.853505 0.67 0.01 -0.22
O 8.032805 -3.355923 4.859103 -0.13 -0.93 0.04
C 8.230994 -2.167975 4.092711 -0.05 0.83 -0.54
C 6.912089 -1.530961 3.693985 -0.31 -0.12 -0.19
C 7.790099 -5.830385 5.423068 0.10 0.11 0.12
H 8.850937 -2.374670 3.216160 -0.06 -0.16 0.08
H 8.786963 -1.470894 4.724204 0.01 -0.36 0.13
H 6.355446 -2.171253 3.006108 0.06 0.04 0.04
H 7.078991 -0.572976 3.196711 0.12 -0.02 0.09
H 6.279801 -1.372029 4.571525 0.14 0.03 -0.01
H 8.856600 -5.893563 5.637965 -0.11 0.06 -0.06
H 7.412598 -6.802968 5.104589 0.00 0.17 -0.11
H 7.235359 -5.484955 6.295089 0.03 0.01 -0.11
```
Forces are in eV/Å.

Results
HOMO-LUMO gap in eV: 0.89
Highest occupied orbital energy in eV: -6.880
Charge: +1
2S+1: 1

Number 1: electronic energy -3370.565648 Ha. Number 2: electronic energy -8366.773613 Ha.